{
  "formula": "C16H37N2O4",
  "method": "ωB97M-V/def2-TZVPD",
  "elements": ["C", "N", "C", "C", "O", "C", "N", "C", "C", "C", "C", "O", "H", "H", "H", "H", "H", "H", "H", "H", "H", "H", "H", "H", "H", "H", "H", "H", "H", "C", "C", "O", "C", "C", "H", "H", "H", "H", "H", "H", "H", "H", "H", "H", "C", "C", "O", "C", "C", "H", "H", "H", "H", "H", "H", "H", "H", "H", "H"],
  "xyz": [[-1.577345, -0.490812, -0.870529], [-1.306473, 0.571948, -1.825506], [-1.537765, 1.896884, -1.276624], [-1.627137, 0.415908, -3.176944], [-1.302680, 1.301763, -3.958970], [-2.401430, -0.843928, -3.637698], [-3.497589, -1.259947, -2.849179], [-4.501295, -0.257103, -2.882614], [-5.739977, -0.703485, -2.106524], [-6.677111, 0.421414, -1.667124], [-7.079906, 1.338059, -2.803599], [-7.890086, 2.437223, -2.342848], [-0.878438, -0.375633, -0.032847], [-1.426635, -1.460714, -1.334276], [-2.605284, -0.474239, -0.501712], [-0.665341, 2.271690, -0.728894], [-2.394349, 1.872692, -0.592567], [-1.741490, 2.593211, -2.085947], [-1.653431, -1.651418, -3.728480], [-2.657161, -0.555333, -4.686135], [-4.190579, 0.740660, -2.453433], [-4.814165, 0.003200, -3.930310], [-6.289155, -1.443128, -2.700171], [-5.370679, -1.234451, -1.224347], [-7.589380, 0.000488, -1.227169], [-6.200961, 1.026350, -0.888598], [-7.629055, 0.768387, -3.561886], [-6.199491, 1.763818, -3.284524], [-8.793075, 2.283707, -2.620400], [2.730291, -1.962342, 2.955768], [1.372517, -2.494030, 2.528770], [1.130049, -2.391212, 1.141230], [2.014620, -3.091662, 0.288473], [2.032713, -4.594266, 0.513360], [2.844754, -0.924644, 2.638418], [2.826648, -2.005046, 4.041969], [3.553386, -2.537099, 2.528853], [0.582218, -1.899283, 2.988038], [1.239867, -3.525777, 2.877885], [3.031098, -2.685010, 0.361203], [1.652718, -2.870724, -0.715501], [2.409281, -4.858715, 1.502994], [2.682674, -5.066844, -0.224810], [1.028969, -5.006930, 0.405558], [4.105485, 1.893249, 1.843341], [4.560910, 1.922570, 3.291128], [5.838346, 1.344632, 3.512580], [6.916170, 1.941675, 2.816126], [7.136904, 3.408250, 3.146780], [4.101706, 0.870001, 1.465587], [3.094464, 2.293430, 1.762505], [4.748592, 2.490546, 1.195691], [3.880431, 1.328912, 3.902323], [4.529167, 2.946134, 3.682537], [6.798387, 1.813401, 1.734012], [7.789882, 1.360321, 3.113193], [6.293728, 4.028730, 2.841644], [8.021040, 3.772940, 2.621562], [7.290448, 3.541583, 4.218636]],
  "atomic_forces_ev_per_a": [[0.2, 0.0, 0.0], [-0.8, -0.1, -0.1], [0.4, 0.1, 0.0], [0.3, 0.1, 0.1], [-0.2, 0.0, 0.0], [0.2, -0.1, -0.1], [-0.1, 0.1, 0.0], [0.0, 0.0, 0.0], [0.0, -0.1, 0.1], [0.0, 0.0, 0.0], [-0.1, 0.0, 0.0], [0.1, 0.0, 0.0], [0.0, 0.0, 0.0], [0.0, 0.0, 0.0], [0.0, 0.0, 0.0], [0.0, -0.1, 0.1], [0.0, 0.0, 0.0], [0.0, 0.0, 0.0], [0.0, 0.0, 0.0], [0.0, -0.1, 0.0], [0.0, 0.0, 0.0], [0.0, 0.1, 0.0], [0.0, 0.0, 0.0], [-0.1, 0.0, 0.0], [0.0, 0.0, 0.1], [0.0, 0.0, -0.1], [0.1, 0.0, 0.0], [0.0, 0.0, 0.0], [-0.1, 0.0, 0.0], [0.0, 0.0, 0.0], [0.0, 0.0, 0.0], [-0.1, 0.0, 0.0], [0.0, 0.0, -0.1], [0.0, 0.0, 0.0], [0.0, 0.0, 0.0], [0.0, 0.0, 0.0], [0.0, 0.0, 0.0], [0.0, 0.0, 0.0], [0.0, 0.0, 0.0], [0.0, 0.0, 0.0], [0.0, 0.0, 0.0], [0.0, 0.0, 0.0], [0.0, 0.0, 0.0], [0.0, 0.0, 0.0], [0.1, 0.0, 0.0], [-0.1, 0.0, 0.0], [0.0, 0.0, 0.0], [0.0, 0.0, 0.0], [0.0, 0.0, 0.0], [0.0, 0.0, 0.0], [0.0, 0.0, 0.0], [0.0, 0.0, 0.0], [0.0, 0.0, 0.0], [0.0, 0.0, 0.0], [0.0, 0.0, 0.0], [0.0, 0.0, 0.0], [0.0, 0.0, 0.0], [0.0, 0.0, 0.0], [0.0, 0.0, 0.0]],
  "mol_weight_g_mol": 321.5,
  "total_charge": -1,
  "homo_ha": -0.0696,
  "gap_ev": 4.21
}